A 12-piece molecular cluster, C4H31NO12 overall at a distorted geometry, computed with ωB97M-V/def2-TZVPD.

Results
Electronic energy (eV): -30709.364
Spin multiplicity: 2
Net charge: -1

Each atom is followed by the atoms it is bonded to, with distances in Å.
Atoms and positions in Å:
1 C 1.688 -0.104 -1.485  C2 1.572, H7 1.058, H8 1.097, H9 1.075
2 C 0.227 -0.622 -1.741  C1 1.572, N3 1.483, H10 1.082, H11 1.126
3 N 0.125 -2.099 -1.835  C2 1.483, C4 1.476, H12 0.989
4 C -0.227 -2.873 -0.628  N3 1.476, C5 1.474, H13 1.112, H14 1.130
5 C -1.196 -3.914 -1.019  C4 1.474, O6 1.242, H15 1.097
6 O -1.879 -4.615 -0.255  C5 1.242
7 H 1.544 0.436 -0.586  C1 1.058
8 H 2.007 0.692 -2.171  C1 1.097
9 H 2.350 -0.944 -1.597  C1 1.075
10 H 0.046 -0.340 -2.770  C2 1.082
11 H -0.605 -0.267 -1.069  C2 1.126
12 H 0.874 -2.460 -2.369  N3 0.989
13 H 0.698 -3.287 -0.172  C4 1.112
14 H -0.617 -2.350 0.295  C4 1.130
15 H -1.578 -3.988 -2.045  C5 1.097
16 H -0.804 4.017 0.632  O18 0.966
17 H -1.114 3.024 1.823  O18 0.920
18 O -1.467 3.596 1.195  H16 0.966, H17 0.920
19 H 0.123 1.392 3.550  O21 0.985
20 H -0.497 0.974 2.286  O21 1.000
21 O -0.024 1.774 2.655  H19 0.985, H20 1.000
22 H 1.829 3.954 -0.968  O24 1.004
23 H 1.278 2.979 -0.124  O24 0.960
24 O 1.018 3.866 -0.383  H22 1.004, H23 0.960
25 H -2.510 3.404 -0.114  O27 0.981
26 H -2.801 3.202 -1.579  O27 0.935
27 O -3.202 3.106 -0.740  H25 0.981, H26 0.935
28 H 3.448 2.803 1.998  O30 0.929
29 H 1.829 2.453 1.838  O30 0.976
30 O 2.754 2.398 1.532  H28 0.929, H29 0.976
31 H -1.207 -1.211 2.078  O33 0.958
32 H -1.761 -0.339 0.833  O33 0.950
33 O -1.145 -0.412 1.552  H31 0.958, H32 0.950
34 H 4.867 1.156 1.017  O36 0.980
35 H 3.465 0.983 0.429  O36 1.000
36 O 4.382 0.586 0.385  H34 0.980, H35 1.000
37 H 3.579 -1.991 1.798  O39 0.929
38 H 3.021 -0.623 1.335  O39 0.945
39 O 2.816 -1.469 1.701  H37 0.929, H38 0.945
40 H -1.394 -1.278 -4.133  O42 0.934
41 H -2.836 -1.766 -3.839  O42 0.976
42 O -2.009 -1.955 -4.321  H40 0.934, H41 0.976
43 H -1.172 -3.411 3.100  O45 0.945
44 H -2.307 -3.525 1.974  O45 0.965
45 O -1.673 -2.963 2.436  H43 0.945, H44 0.965
46 H -3.408 1.119 0.479  O48 0.967
47 H -3.444 0.506 -0.917  O48 0.931
48 O -3.091 0.386 -0.064  H46 0.967, H47 0.931